The following is a quantum chemistry calculation of 13 unconnected molecules or ions with the total composition C34H76O44S9 in a non-equilibrium geometry, from OMol25.

Each line ends with the Mulliken charge.
Element x y z (Å)
C1 0.5697 3.4686 2.9101  -0.53
O1 0.6180 4.5012 1.8658  -0.50
C2 0.0249 4.0171 0.6435  0.70
C3 -1.4735 4.5454 0.5234  -1.24
O2 -2.0226 4.0485 -0.6112  0.67
C4 -3.4228 4.1207 -0.7366  -0.49
H1 0.9107 2.4971 2.5523  0.05
H2 -0.3211 3.3429 3.5257  0.21
H3 1.3711 3.8230 3.5584  0.46
H4 -0.0483 2.9382 0.5065  -0.59
H5 0.4413 4.4322 -0.2743  0.32
H6 -1.5218 5.6320 0.4530  0.47
H7 -2.0150 4.3092 1.4394  0.19
H8 -3.9052 3.1998 -0.4090  -0.22
H9 -3.6248 4.2879 -1.7947  -0.09
H10 -3.8787 4.9075 -0.1356  0.48
C5 5.0968 -4.4006 -2.5693  -0.81
O3 5.1044 -2.9823 -2.6778  -0.51
C6 3.9063 -2.4798 -2.1212  1.11
C7 3.8439 -0.9602 -2.5875  -0.61
O4 4.8137 -0.1031 -2.0419  0.27
C8 6.1310 -0.2762 -2.4538  -1.14
H11 4.3467 -4.8270 -3.2354  0.24
H12 5.0323 -4.8882 -1.5966  0.26
H13 6.0871 -4.7189 -2.8949  0.35
H14 3.9728 -2.5688 -1.0369  0.11
H15 2.9617 -2.9379 -2.4145  -0.35
H16 2.9221 -0.4434 -2.3208  -0.40
H17 3.9042 -1.0270 -3.6738  0.49
H18 6.6188 -1.2372 -2.2908  0.30
H19 6.7736 0.4039 -1.8948  0.28
H20 6.1800 -0.0853 -3.5259  0.39
C9 0.0678 2.3175 -2.6091  0.56
O5 0.6409 3.5468 -2.8783  0.11
C10 0.0560 4.2552 -3.9484  -0.13
C11 0.5067 5.6755 -3.8324  -0.95
O6 0.0465 6.4256 -2.7135  -0.25
C12 -1.3610 6.6583 -2.6126  -0.47
H21 -0.9892 2.1823 -2.8386  -0.29
H22 0.0998 2.3013 -1.5197  -0.88
H23 0.6805 1.5065 -3.0028  0.52
H24 -1.0303 4.2479 -4.0373  0.04
H25 0.3708 3.8426 -4.9070  0.34
H26 0.3356 6.2741 -4.7271  0.46
H27 1.5755 5.4826 -3.7399  0.20
H28 -2.0198 5.8319 -2.3460  -0.06
H29 -1.7691 7.0819 -3.5303  0.40
H30 -1.5741 7.3381 -1.7877  0.31
C13 -0.0740 -0.4944 4.4971  -0.13
O7 0.7866 -0.5864 5.6044  -0.37
C14 0.6502 -1.6753 6.4785  -0.10
C15 1.7758 -1.6369 7.4908  -0.63
O8 2.7748 -2.5903 7.0707  -0.44
C16 3.5486 -1.9857 6.0458  -0.59
H31 -1.0747 -0.2701 4.8665  0.44
H32 -0.0474 -1.4273 3.9339  -0.08
H33 0.1558 0.3408 3.8355  -0.15
H34 0.7307 -2.6349 5.9676  -0.10
H35 -0.3598 -1.7135 6.8868  0.53
H36 1.3961 -1.9597 8.4602  0.35
H37 2.1144 -0.6026 7.5506  0.31
H38 3.1121 -1.8420 5.0574  0.12
H39 4.3380 -2.7177 5.8753  0.34
H40 4.0638 -1.0709 6.3387  0.33
C17 -5.9423 -3.5731 1.4250  -0.39
C18 -5.2174 -2.2759 1.4685  0.32
O9 -4.7487 -1.9220 0.1468  0.03
S1 -4.7398 -3.2658 -0.7983  0.68
O10 -3.3624 -3.6305 -1.2085  -0.15
O11 -5.7373 -3.0848 -1.8356  -0.58
O12 -5.1795 -4.2312 0.4719  -0.34
H41 -6.9598 -3.5242 1.0371  0.31
H42 -5.8829 -4.1216 2.3650  0.33
H43 -4.3557 -2.4014 2.1241  -0.27
H44 -5.8201 -1.4540 1.8549  0.16
C19 -1.6416 0.3903 0.7262  0.21
C20 -1.9295 -0.3307 -0.6936  1.63
O13 -0.6411 -0.4113 -1.2832  0.38
S2 0.6090 -0.5401 -0.1055  -0.16
O14 1.6358 0.4036 -0.4528  -0.35
O15 1.0159 -1.8732 0.2042  0.69
O16 -0.2892 0.1790 1.0046  0.27
H45 -2.1773 -0.1206 1.5263  -0.39
H46 -1.8904 1.4468 0.8255  -0.12
H47 -2.5758 0.1919 -1.3988  -0.57
H48 -2.2999 -1.3364 -0.4949  -1.06
C21 -5.5874 2.2470 2.3051  -0.39
C22 -5.8799 2.8352 3.6693  -0.40
O17 -5.2183 1.9236 4.5492  -0.39
S3 -3.9994 1.0937 3.8166  1.23
O18 -4.2377 -0.3287 3.8625  -0.59
O19 -2.7729 1.6281 4.4039  -0.59
O20 -4.3086 1.7379 2.3324  -0.08
H49 -5.8419 2.8591 1.4398  0.47
H50 -6.3351 1.4679 2.1564  0.19
H51 -6.9562 2.8083 3.8398  0.32
H52 -5.5392 3.8603 3.8146  0.29
C23 -1.7527 -0.8766 -4.5883  0.46
C24 -1.9378 -2.3408 -4.0931  0.36
O21 -0.9103 -2.9805 -4.7865  -0.43
S4 0.4202 -2.0170 -5.2146  0.86
O22 0.5981 -2.0233 -6.6690  -0.64
O23 1.5065 -2.2743 -4.3143  -0.25
O24 -0.3916 -0.6383 -4.7747  -0.34
H53 -1.9772 -0.0557 -3.9073  -0.56
H54 -2.3268 -0.6812 -5.4940  0.35
H55 -2.8723 -2.7974 -4.4190  0.38
H56 -1.8499 -2.5463 -3.0263  -0.31
C25 6.6810 -0.4167 1.2533  -0.34
C26 6.0104 0.7812 1.8889  0.09
O25 4.6991 0.4394 2.1981  -0.27
S5 4.5309 -1.2217 2.1750  0.76
O26 3.2363 -1.7043 1.7584  -0.05
O27 5.1456 -1.7743 3.4383  -0.61
O28 5.6388 -1.2316 0.9712  -0.31
H57 7.5337 -0.8748 1.7543  0.24
H58 7.0832 -0.1374 0.2795  0.14
H59 5.9666 1.7275 1.3497  0.01
H60 6.4562 0.9705 2.8654  0.25
C27 1.0345 -4.7593 2.9450  -0.17
C28 0.0729 -5.0124 4.0763  -0.57
O29 -0.9641 -4.0587 3.8523  -0.27
S6 -1.2447 -3.9401 2.1961  0.42
O30 -1.6828 -2.5723 1.7849  0.06
O31 -2.0187 -5.0586 1.6760  -0.66
O32 0.3136 -4.2406 1.8034  -0.05
H61 1.4819 -5.6701 2.5470  0.38
H62 1.8818 -4.1442 3.2480  0.08
H63 0.4604 -4.9109 5.0900  0.40
H64 -0.3783 -5.9908 3.9110  0.30
C29 -6.0371 2.3583 -4.0471  -0.52
C30 -4.5295 2.3704 -3.8464  -0.24
O33 -4.3461 1.7760 -2.5680  -0.11
S7 -5.5372 0.5931 -2.3753  1.27
O34 -6.0411 0.5430 -0.9887  -0.60
O35 -5.0814 -0.6858 -2.9866  -0.52
O36 -6.6399 1.4476 -3.2042  -0.32
H65 -6.3040 2.1212 -5.0770  0.31
H66 -6.3387 3.3908 -3.8706  0.30
H67 -4.0744 3.3608 -3.8461  0.31
H68 -3.9373 1.7704 -4.5373  0.13
C31 3.8652 3.4386 -1.7118  0.62
C32 3.3790 3.1823 -0.2286  2.10
O37 3.5594 4.5119 0.3526  -0.28
S8 5.1009 5.1127 -0.0898  0.99
O38 6.1938 4.5378 0.6963  -0.54
O39 5.0857 6.5501 -0.4170  -0.54
O40 5.0450 4.1500 -1.4685  -0.48
H69 3.1922 4.0900 -2.2694  -0.09
H70 3.9684 2.4998 -2.2558  0.05
H71 3.9405 2.3509 0.1974  -0.93
H72 2.3417 2.8633 -0.1270  -0.84
C33 1.4198 -4.9807 -0.9076  0.31
C34 -0.0735 -4.9252 -1.1192  0.67
O41 -0.1953 -4.8862 -2.5233  -0.14
S9 0.9889 -5.8911 -3.1621  0.98
O42 1.4621 -5.4309 -4.4925  -0.54
O43 0.6375 -7.3228 -2.9710  -0.62
O44 2.0513 -5.5053 -2.0283  -0.26
H73 1.6707 -5.7803 -0.2105  0.03
H74 1.9138 -4.0454 -0.6443  -0.10
H75 -0.5744 -4.0026 -0.8259  -0.61
H76 -0.6688 -5.8185 -0.9302  0.17

Force components x, y, z for each atom (eV/Å):
C 1.7037 1.1357 -0.1716
O -1.0616 -2.2218 -0.6403
C -2.3642 1.7391 -0.0914
C 1.6398 0.6933 1.8917
O -0.8604 -1.4608 -1.7462
C 0.1208 -0.0752 0.1476
H -0.2061 -0.0542 -0.3875
H -0.4984 0.3901 -0.5217
H -0.1386 -0.1767 0.3695
H 0.4256 -0.2188 0.5534
H 0.9451 0.1074 0.3292
H 0.5225 0.4132 0.2597
H -0.2879 -0.4948 0.2159
H 0.0569 -0.2887 -0.0884
H -0.2504 0.0064 0.0742
H 0.2047 0.4481 -0.0421
C 1.2265 -0.3453 -1.1345
O -0.9831 -1.3397 0.5461
C 0.2457 2.8170 0.2235
C -0.2798 -1.2525 0.4504
O -0.0116 -0.1316 0.9251
C 0.9830 0.0033 -0.4710
H -0.0895 -0.0481 0.0464
H -0.5501 0.7459 0.6205
H -0.0047 -0.0310 -0.3968
H -0.0547 0.2117 0.3234
H 0.2250 -0.4305 -0.6071
H -0.2343 -0.5838 -0.0125
H 0.1857 0.2343 -0.2798
H -0.6608 -0.4406 0.1441
H -0.2730 0.5634 -0.2078
H 0.3514 0.1902 -0.2043
C 0.2922 -0.8193 1.6037
O -0.7723 1.3010 -0.9913
C -0.4689 0.2028 -0.4153
C 0.4452 0.2845 0.0579
O -0.5815 -0.5330 0.5258
C 0.0262 0.1057 -0.1632
H -0.1129 0.3198 -0.5597
H 0.0032 -0.7351 0.0510
H -0.1995 -0.1924 -0.1555
H -0.4790 -0.5536 0.8062
H 0.3974 0.0117 -0.2647
H -0.1355 -0.2200 -0.3533
H 0.2961 1.0518 0.3836
H 0.5749 -0.8313 -0.2258
H 0.0965 0.2368 -0.2281
H 0.6300 0.3851 -0.1311
C -0.6390 -0.3958 0.5171
O 1.0534 0.9031 -0.1688
C -0.7178 -0.0307 -0.5496
C -0.7096 -1.0889 -0.2001
O -0.4247 1.9837 0.1927
C 1.6269 -1.3920 -0.2809
H -0.3926 -0.3561 -0.1495
H -0.2114 -0.0501 -0.2356
H 0.6393 -0.0445 0.2342
H 0.1944 -0.1968 -0.4694
H -0.2143 0.3726 0.5053
H 0.2040 -0.0514 0.0561
H 0.4706 -0.0776 0.0883
H -0.7792 0.0831 0.2777
H 0.1912 0.0584 -0.1360
H -0.3288 0.2338 0.2837
C -0.7600 0.4250 -0.5570
C 0.3899 1.5822 1.2997
O -0.2562 -1.3286 -0.5588
S 1.4865 0.1580 -0.1134
O -3.3223 0.8268 1.2419
O 1.1797 -0.8387 1.9302
O 1.4590 -1.5622 -3.0572
H -0.2611 0.2068 0.3809
H -0.0316 0.0610 -0.1363
H 0.1741 0.1975 -0.1595
H 0.0674 0.0654 -0.2323
C -1.8203 -0.9462 -0.6995
C 0.7118 0.2838 1.8322
O 2.2936 -0.6799 0.8079
S -1.0544 1.8955 -1.3338
O -0.7347 -0.7969 -0.0064
O -1.2269 0.6164 -0.3331
O 1.6660 -0.6631 0.2013
H -0.2642 -0.1607 -0.2127
H 0.2918 0.1321 -0.5733
H 0.0902 0.2204 0.3017
H -0.1285 0.0650 -0.0494
C -2.9166 0.1049 -0.3364
C -0.1156 0.1861 -0.4289
O 0.5749 -0.9482 -0.2346
S 0.5347 1.4377 1.8160
O 0.0166 1.7554 -0.4617
O -1.9545 -1.0713 -1.8355
O 2.1702 -1.0431 0.7362
H 1.0324 0.5577 0.1101
H 0.1928 -0.7160 0.1366
H 0.1093 -0.1209 0.2658
H 0.3652 -0.1185 0.1065
C -1.3300 0.5745 0.9628
C -0.0533 1.0515 -0.0817
O 2.8584 -0.4271 -1.5957
S -2.3012 -0.2335 -0.7722
O -0.3110 -0.1745 3.0959
O -0.9511 0.5132 -0.8995
O 2.4387 -1.3042 -0.7457
H -0.6724 -0.4318 0.4748
H 0.1333 -0.3084 -0.3039
H -0.0395 0.2847 -0.1371
H 0.1863 0.4873 0.1238
C 1.7764 1.7236 -1.4840
C 1.3182 1.3577 2.0458
O -3.0580 -2.2249 0.4457
S 2.5148 0.3309 2.3353
O 2.0202 1.1029 0.3018
O -1.7886 1.6002 -3.7852
O -2.8841 -3.8464 0.0060
H -0.4725 -0.1167 0.7366
H -0.0058 0.0955 -0.0821
H 0.2142 -0.2975 -0.3994
H 0.4849 0.3222 -0.1031
C 1.6330 -0.6241 -0.5518
C -0.8556 -0.7544 -0.9608
O -1.2901 1.1876 -1.7535
S -0.3624 0.8046 -0.8875
O 1.4809 -3.5666 1.7340
O 0.9989 1.6557 1.3322
O -1.2809 0.8934 0.9491
H -0.0760 -0.2256 0.3604
H -0.3406 0.7008 -0.3450
H 0.0138 0.2161 -0.2625
H 0.0505 -0.2245 0.4589
C 0.5630 1.8389 -2.3118
C 0.9402 -0.8784 -0.1454
O -1.2171 -1.6362 1.2203
S 0.4606 -1.6338 1.8168
O 1.5213 0.4510 -3.1732
O -1.2082 4.0286 0.9921
O 0.3848 -1.6667 1.2147
H 0.0827 -0.0311 -0.0264
H -0.7436 -0.2444 0.4575
H -0.3081 0.0336 0.2433
H -0.3504 -0.0770 -0.4184
C -1.8647 -0.0039 1.8919
C -0.1234 0.5153 -1.8583
O 2.0621 0.5050 0.4790
S -0.8409 -1.6228 -1.5598
O -2.1457 1.3082 -0.9358
O -0.3889 -3.6006 1.0188
O 2.3145 1.5452 0.3483
H -0.3291 -0.1267 0.1719
H 0.8094 0.0878 0.1245
H 0.5667 0.4902 0.4178
H -0.0745 0.6656 -0.0923
C 0.6723 -0.8261 2.6545
C -1.0029 -0.0110 -0.9433
O 1.4881 -0.8287 -3.3569
S -0.2328 -1.1008 -1.8623
O -1.5497 -1.0353 3.7379
O 0.5005 3.5932 -0.4512
O 0.0653 -0.1908 -2.8218
H -0.2835 0.5951 1.0241
H -0.3663 0.0499 0.0115
H 0.2155 -0.2126 0.5977
H 0.3720 0.0230 1.4516

Spin multiplicity   1
Largest force on an atom   0.0935 Eh/bohr
Gap between HOMO and LUMO   8.88 eV
LUMO level   -0.33 eV